#w
An isolated molecule of C4H5NO2. Source: the OMol25 dataset; level of theory: ωB97M-V/def2-TZVPD.

Last column: Mulliken charge in e.
Atoms and positions in Å:
1 C 0.87 -0.74 -0.06  0.536
2 C -0.30 -0.32 0.79  -0.307
3 C -1.00 0.88 0.13  -0.532
4 O 0.81 -1.16 -1.19  -0.537
5 O 2.04 -0.64 0.58  -0.464
6 C -0.71 0.48 -2.41  -0.070
7 N -0.97 0.83 -1.33  -0.119
8 H 2.77 -0.90 0.00  0.350
9 H -1.01 -1.16 0.83  0.285
10 H 0.00 -0.05 1.80  0.271
11 H -2.03 0.96 0.47  0.292
12 H -0.47 1.82 0.40  0.296

HOMO level in eV: -10.52
LUMO energy in eV: 0.588
Orbital gap in eV: 11.11


#x
An isolated molecule of C4H5NO2. Source: the OMol25 dataset; level of theory: ωB97M-V/def2-TZVPD.

Last column: Mulliken charge in e.
Atoms and positions in Å:
1 O 2.58 -1.26 0.00  -0.523
2 C 1.43 -0.96 -0.10  0.462
3 C 0.79 0.35 0.32  -0.369
4 C -1.26 1.18 0.13  -0.625
5 N -0.51 0.23 -0.39  0.044
6 C -0.71 -1.03 -0.72  -0.224
7 O 0.48 -1.75 -0.67  -0.284
8 H 0.70 0.40 1.42  0.273
9 H 1.34 1.21 -0.03  0.341
10 H -0.95 2.20 0.16  0.265
11 H -2.27 0.98 0.35  0.293
12 H -1.62 -1.54 -0.46  0.348

HOMO level (alpha / beta) in eV: -7.49 / -7.36
LUMO energy (alpha / beta) in eV: 0.357 / 0.238
Orbital gap (alpha / beta) in eV: 7.85 / 7.59


Ranked by calculated energy, most stable first: #w, #x.


#w
A structure of composition C4H5NO2. Source: the OMol25 dataset; level of theory: ωB97M-V/def2-TZVPD.

Last column: Mulliken charge in e.
Atoms and positions in Å:
1 O -0.28 -1.84 0.07  -0.416
2 C -1.01 -0.74 -0.05  0.096
3 C -0.17 0.16 0.82  0.044
4 C 0.97 -0.78 0.52  -0.363
5 N 0.19 1.44 0.29  -0.672
6 C -0.07 1.36 -0.97  0.101
7 O -0.64 0.31 -1.52  -0.548
8 H -2.09 -0.83 -0.20  0.395
9 H -0.47 0.17 1.87  0.391
10 H 1.39 -0.65 -0.47  0.268
11 H 1.75 -0.93 1.29  0.307
12 H 0.22 2.21 -1.60  0.396

HOMO level in eV: -9.48
LUMO energy in eV: 0.906
Orbital gap in eV: 10.39


#x
An isolated molecule of C4H5NO2. Source: the OMol25 dataset; level of theory: ωB97M-V/def2-TZVPD.

Last column: Mulliken charge in e.
Atoms and positions in Å:
1 O 1.07 2.09 0.74  -0.453
2 C 0.85 1.68 -0.36  0.137
3 C -1.01 0.31 0.29  -0.747
4 C -1.33 -1.18 0.31  -0.154
5 N 0.03 -0.71 0.29  -0.049
6 C 1.09 -0.68 -0.42  0.180
7 O 1.55 0.48 -0.83  -0.302
8 H 0.47 2.22 -1.22  0.381
9 H -1.09 0.73 1.30  0.180
10 H -1.67 -1.68 -0.60  0.216
11 H -1.61 -1.70 1.23  0.225
12 H 1.65 -1.56 -0.72  0.386

HOMO level in eV: -7.81
LUMO energy in eV: 0.513
Orbital gap in eV: 8.33


Ranked by calculated energy, most stable first: #w, #x.


#w
An isolated molecule of C4H5NO2. Source: the OMol25 dataset; level of theory: ωB97M-V/def2-TZVPD.

Last column: Mulliken charge in e.
Atoms and positions in Å:
1 O -2.35 0.28 0.85  -0.473
2 C -1.67 -0.36 0.09  -0.079
3 C -0.39 0.22 -0.51  0.339
4 C 0.53 0.93 0.43  -0.566
5 N 1.54 -0.21 0.91  -0.488
6 C 1.47 -1.04 -0.03  0.061
7 O 0.43 -0.74 -1.13  -0.454
8 H -1.96 -1.37 -0.26  0.342
9 H -0.68 1.15 -1.04  0.293
10 H 1.18 1.59 -0.15  0.302
11 H -0.08 1.52 1.15  0.381
12 H 1.98 -1.98 -0.30  0.341

Structure (SMILES): O=C[C@H]1CN=CO1
HOMO level in eV: -10.00
LUMO energy in eV: 0.674
Orbital gap in eV: 10.67


#x
An isolated molecule of C4H5NO2. Source: the OMol25 dataset; level of theory: ωB97M-V/def2-TZVPD.

Last column: Mulliken charge in e.
Atoms and positions in Å:
1 C -1.84 0.38 0.12  0.069
2 N -1.87 -0.91 0.15  -0.273
3 O -0.59 -1.44 -0.04  -0.235
4 C 0.51 -0.74 -0.55  -0.200
5 C 1.35 -0.17 0.63  -0.764
6 C 0.55 0.70 -0.31  0.132
7 O -0.80 1.32 0.01  -0.335
8 H -2.76 1.04 -0.02  0.319
9 H 1.01 -1.42 -1.18  0.444
10 H 2.35 0.01 0.52  0.344
11 H 1.00 -0.29 1.65  0.241
12 H 1.10 1.52 -0.97  0.256

Structure (SMILES): C1=NO[C@@H]2C[C@@H]2O1
HOMO level in eV: -9.23
LUMO energy in eV: 0.883
Orbital gap in eV: 10.11


#y
An isolated molecule of C4H5NO2. Source: the OMol25 dataset; level of theory: ωB97M-V/def2-TZVPD.

Last column: Mulliken charge in e.
Atoms and positions in Å:
1 C 1.37 -0.53 -1.29  -0.269
2 N 0.87 -0.65 -0.13  -0.370
3 C -0.46 -0.99 -0.38  -0.034
4 C -1.39 -0.30 0.24  -0.395
5 O -1.12 0.56 1.23  -0.337
6 C -0.02 1.31 1.43  0.223
7 O 0.39 2.17 0.71  -0.473
8 H 2.12 0.22 -1.36  0.291
9 H 1.06 -1.04 -2.21  0.256
10 H -0.76 -1.68 -1.15  0.371
11 H -2.44 -0.47 0.13  0.396
12 H 0.25 1.10 2.47  0.341

Structure (SMILES): C=N/C=C\OC=O
HOMO level in eV: -8.86
LUMO energy in eV: 0.637
Orbital gap in eV: 9.49


#z
A cluster of 2 separate species, C4H5NO2 in total. Source: the OMol25 dataset; level of theory: ωB97M-V/def2-TZVPD.

Last column: Mulliken charge in e.
Atoms and positions in Å:
1 C -2.14 0.79 -0.81  0.008
2 C -1.40 0.68 0.24  -0.556
3 C -0.35 -1.57 0.22  0.790
4 C 1.74 -0.21 0.41  -0.653
5 N 0.81 -1.28 0.20  -0.331
6 O -1.40 -2.10 0.19  -0.585
7 O -2.89 0.03 0.10  -0.242
8 H -2.32 0.87 -1.82  0.355
9 H 2.77 -0.66 0.19  0.252
10 H 1.47 0.46 -0.49  0.279
11 H 1.80 0.34 1.28  0.289
12 H -2.89 -0.86 -0.17  0.395

HOMO level in eV: -9.71
LUMO energy in eV: 0.813
Orbital gap in eV: 10.52


Ranked by calculated energy, most stable first: #w, #y, #x, #z.


#w
A cluster of 2 separate species, C4H5NO2 in total. Source: the OMol25 dataset; level of theory: ωB97M-V/def2-TZVPD.

Last column: Mulliken charge in e.
Atoms and positions in Å:
1 C 0.12 1.54 0.28  -0.553
2 C -0.76 0.89 -0.47  -0.216
3 C -1.63 -0.16 0.12  0.043
4 O -1.54 -0.54 1.26  -0.498
5 H 0.77 2.31 -0.12  0.274
6 H 0.21 1.32 1.34  0.244
7 H -0.86 1.08 -1.54  0.323
8 H -2.40 -0.58 -0.56  0.352
9 N 2.15 -1.14 0.24  -0.493
10 C 1.24 -1.50 -0.47  0.661
11 O 0.42 -1.76 -1.27  -0.418
12 H 2.26 -1.45 1.18  0.280

Structure (SMILES): C=CC=O.N=C=O
HOMO level in eV: -10.03
LUMO energy in eV: 0.177
Orbital gap in eV: 10.21


#x
A structure of composition C4H5NO2. Source: the OMol25 dataset; level of theory: ωB97M-V/def2-TZVPD.

Last column: Mulliken charge in e.
Atoms and positions in Å:
1 N -0.47 -0.11 0.47  0.124
2 C 0.03 0.91 -0.68  0.626
3 C 0.40 2.15 -0.40  -0.877
4 O 0.10 0.07 -1.66  -0.549
5 O 0.10 -0.15 1.77  -0.372
6 C -0.21 -1.27 -0.38  0.082
7 C -0.11 -2.50 -0.24  -0.549
8 H 0.38 -1.08 1.87  0.377
9 H -1.46 0.07 0.62  0.318
10 H 0.05 2.64 0.50  0.259
11 H 1.05 2.65 -1.09  0.270
12 H 0.15 -3.38 -0.79  0.290

HOMO level in eV: -8.62
LUMO energy in eV: 0.469
Orbital gap in eV: 9.09


#y
A structure of composition C4H5NO2. Source: the OMol25 dataset; level of theory: ωB97M-V/def2-TZVPD.

Last column: Mulliken charge in e.
Atoms and positions in Å:
1 O -1.17 0.06 1.14  -0.409
2 C -1.54 -0.44 -0.11  0.058
3 C -0.70 0.47 -0.87  -0.133
4 C -0.33 1.05 0.49  -0.370
5 N 3.38 -0.69 0.72  -0.391
6 C 2.41 -1.11 0.25  0.114
7 O -0.42 -0.94 -0.80  -0.464
8 H -2.50 -0.93 -0.24  0.388
9 H -0.77 0.93 -1.85  0.415
10 H -0.73 2.05 0.66  0.263
11 H 0.72 0.98 0.81  0.213
12 H 1.48 -1.45 -0.17  0.314

HOMO level in eV: -10.71
LUMO energy in eV: 0.863
Orbital gap in eV: 11.58


#z
An isolated molecule of C4H5NO2. Source: the OMol25 dataset; level of theory: ωB97M-V/def2-TZVPD.

Last column: Mulliken charge in e.
Atoms and positions in Å:
1 C -1.92 -0.14 0.10  -1.027
2 C -0.62 0.59 0.27  0.000
3 O -0.51 2.01 0.17  -0.496
4 C 0.60 0.28 -0.09  0.832
5 N 1.78 0.17 -0.41  -0.429
6 C 2.35 -1.08 -0.34  0.033
7 O 1.69 -2.07 -0.11  -0.523
8 H -1.77 -1.23 0.10  0.328
9 H -2.66 0.10 0.87  0.298
10 H -2.33 0.13 -0.88  0.269
11 H -0.01 2.34 0.93  0.342
12 H 3.41 -1.09 -0.59  0.373

Structure (SMILES): CC(O)=C=NC=O
HOMO level in eV: -8.53
LUMO energy in eV: -0.024
Orbital gap in eV: 8.51


Ranked by calculated energy, most stable first: #w, #z, #y, #x.


#w
An isolated molecule of C4H5NO2. Source: the OMol25 dataset; level of theory: ωB97M-V/def2-TZVPD.

Last column: Mulliken charge in e.
Atoms and positions in Å:
1 O 0.75 -1.62 -0.76  -0.484
2 C 0.91 -1.18 0.38  0.009
3 C 0.59 0.26 0.71  -0.101
4 C 0.46 1.12 -0.50  -0.422
5 N -0.70 0.72 0.21  -0.203
6 C -1.64 -0.12 -0.25  0.212
7 O -1.92 -1.15 0.28  -0.496
8 H 1.23 -1.80 1.29  0.280
9 H 0.96 0.65 1.64  0.385
10 H 0.69 0.61 -1.48  0.260
11 H 0.80 2.16 -0.39  0.260
12 H -2.14 0.34 -1.14  0.299

Structure (SMILES): O=C[C@H]1CN1C=O
HOMO level in eV: -10.04
LUMO energy in eV: 0.385
Orbital gap in eV: 10.42


#x
An isolated molecule of C4H5NO2. Source: the OMol25 dataset; level of theory: ωB97M-V/def2-TZVPD.

Last column: Mulliken charge in e.
Atoms and positions in Å:
1 O 3.13 0.03 -0.38  -0.350
2 C 1.99 -0.15 -0.59  -0.287
3 C 0.67 0.44 0.55  -0.213
4 C -0.32 1.12 -0.28  -0.365
5 N -0.32 -0.35 -0.25  -0.044
6 C -1.39 -1.09 0.33  0.046
7 O -2.37 -0.58 0.79  -0.441
8 H 0.50 -0.74 -0.98  0.450
9 H 0.52 0.40 1.63  0.328
10 H 0.00 1.50 -1.25  0.237
11 H -1.21 1.58 0.14  0.271
12 H -1.20 -2.17 0.31  0.369

HOMO level in eV: -7.97
LUMO energy in eV: 0.297
Orbital gap in eV: 8.26


#y
A cluster of 3 separate species, C4H5NO2 in total. Source: the OMol25 dataset; level of theory: ωB97M-V/def2-TZVPD.

Last column: Mulliken charge in e.
Atoms and positions in Å:
1 C -0.98 0.73 -0.89  0.656
2 C 1.55 1.97 0.38  0.082
3 C 0.68 -1.19 0.07  -0.620
4 C 0.03 -1.28 1.22  -0.356
5 O -0.70 1.65 -0.22  -0.411
6 N -1.64 -0.03 -1.56  -0.483
7 O 1.59 3.04 0.74  -0.150
8 H -2.06 0.11 -2.46  0.275
9 H 1.35 -0.32 -0.07  0.266
10 H 0.77 -2.06 -0.58  0.259
11 H -0.14 -0.40 1.83  0.243
12 H -0.44 -2.20 1.55  0.239

HOMO level in eV: -10.02
LUMO energy in eV: 0.716
Orbital gap in eV: 10.73


Ranked by calculated energy, most stable first: #w, #y, #x.


#w
An isolated molecule of C4H5NO2. Source: the OMol25 dataset; level of theory: ωB97M-V/def2-TZVPD.

Last column: Mulliken charge in e.
Atoms and positions in Å:
1 O 3.13 -0.05 -0.21  -0.476
2 C 1.97 -0.14 -0.52  -0.117
3 C 0.84 0.32 0.33  0.096
4 C -0.31 1.11 -0.31  -0.833
5 N -0.42 -0.29 0.00  -0.012
6 C -1.45 -0.84 0.55  0.167
7 O -2.59 -0.22 0.42  -0.379
8 H 1.65 -0.53 -1.52  0.326
9 H 1.07 0.47 1.39  0.360
10 H -0.13 1.22 -1.39  0.193
11 H -2.30 0.71 0.16  0.327
12 H -1.44 -1.77 1.10  0.348

HOMO level in eV: -8.32
LUMO energy in eV: 0.135
Orbital gap in eV: 8.46


#x
An isolated molecule of C4H5NO2. Source: the OMol25 dataset; level of theory: ωB97M-V/def2-TZVPD.

Last column: Mulliken charge in e.
Atoms and positions in Å:
1 H -3.11 0.42 -0.22  0.273
2 N -2.39 -0.29 -0.31  -0.635
3 C -1.20 0.12 -0.22  0.267
4 C -0.03 -0.83 -0.21  -0.207
5 C 1.08 0.07 0.21  0.473
6 O 2.39 -0.29 0.36  -0.523
7 C 0.62 1.32 0.27  -0.547
8 O -0.75 1.40 -0.03  -0.408
9 H -0.35 -1.64 0.46  0.278
10 H 0.15 -1.27 -1.20  0.258
11 H 2.46 -1.25 0.42  0.329
12 H 1.13 2.25 0.47  0.442

Structure (SMILES): [H]/N=C1/CC(O)=CO1
HOMO level in eV: -8.52
LUMO energy in eV: 0.602
Orbital gap in eV: 9.12


Ranked by calculated energy, most stable first: #x, #w.